The molecule C5H11N3. Source: OMol25; level of theory: ωB97M-V with the def2-TZVPD basis set.

Geometry as XYZ:
```
19
Properties=species:S:1:pos:R:3
H -1.685 1.390 1.909
H -0.118 -0.143 -3.349
C 0.106 -0.197 -2.285
C -0.198 1.100 -1.618
H -0.487 -1.010 -1.866
N 1.885 -0.026 0.111
C -0.562 1.312 -0.347
N 0.635 -1.595 1.364
H -0.284 -2.008 1.395
H -0.638 0.182 2.723
H -1.003 2.255 -0.039
H -1.994 -0.340 1.715
H 1.172 -0.406 -2.176
H 2.633 -0.709 0.181
N -0.315 0.427 0.685
C 0.784 -0.426 0.609
H -0.171 1.975 -2.252
H 1.443 -2.196 1.418
C -1.205 0.414 1.822
```

Values from the calculation:
* ΔE to the lowest compared entry with this formula, charge and spin: 25.0 kcal/mol
* HOMO-LUMO gap: 8.52 eV
* calculated total energy: -9832.824 eV
* SMILES: [H]/N=C(\N)N(C)/C=C\C
* M: 113.164 Da